Record 1
{"formula": "CH5OS", "method": "ωB97M-V/def2-TZVPD", "e_lumo_ev": 4.3, "charge": -1, "orbital_gap_ev": 7.088, "e_homo_ev": -2.768, "species": ["S", "H", "C", "O", "H", "H", "H", "H"], "coordinates": [[-1.323, -0.855, 0.457], [-1.665, -0.404, 1.670], [1.136, 1.113, -1.071], [1.705, 0.591, 0.113], [0.530, 0.369, -1.600], [0.482, 1.956, -0.854], [1.963, 1.439, -1.709], [1.121, -0.110, 0.466]], "nbo_charge": [-1.058, 0.090, -0.239, -0.781, 0.184, 0.155, 0.140, 0.508]}

---

Record 2
{"formula": "C49H90Br2F5N7O9", "method": "ωB97M-V/def2-TZVPD", "e_lumo_ev": 0.1, "charge": 0, "orbital_gap_ev": 8.496, "smiles": "C#CCCC[C@@](F)(O[C@@](COCC)(C[C@H]1CO1)/C(Br)=C(\\C)Br)[C@H](N(CC[C@H](C)CCC=C(C)C)C[C@H](C)F)C(F)(F)F.CN(C)C=O.CN(C)C=O.CN(C)C=O.CN(C)C=O.CN(C)C=O.CN(C)C=O", "e_homo_ev": -8.366, "species": ["C", "C", "C", "C", "C", "C", "F", "O", "C", "C", "O", "C", "C", "C", "C", "C", "O", "C", "Br", "C", "C", "Br", "C", "N", "C", "C", "C", "C", "C", "C", "C", "C", "C", "C", "C", "C", "C", "F", "C", "F", "F", "F", "H", "H", "H", "H", "H", "H", "H", "H", "H", "H", "H", "H", "H", "H", "H", "H", "H", "H", "H", "H", "H", "H", "H", "H", "H", "H", "H", "H", "H", "H", "H", "H", "H", "H", "H", "H", "H", "H", "H", "H", "H", "H", "H", "H", "H", "H", "H", "H", "C", "N", "C", "C", "O", "H", "H", "H", "H", "H", "H", "H", "C", "N", "C", "C", "O", "H", "H", "H", "H", "H", "H", "H", "C", "N", "C", "C", "O", "H", "H", "H", "H", "H", "H", "H", "C", "N", "C", "C", "O", "H", "H", "H", "H", "H", "H", "H", "C", "N", "C", "C", "O", "H", "H", "H", "H", "H", "H", "H", "C", "N", "C", "C", "O", "H", "H", "H", "H", "H", "H", "H"], "coordinates": [[-4.646, -2.806, 3.912], [-3.349, -2.269, 3.652], [-2.188, -1.194, 3.243], [-1.319, -1.617, 1.877], [-2.193, -1.861, 0.550], [-1.866, -3.089, -0.447], [-3.212, -3.550, -0.968], [-0.931, -2.923, -1.512], [-1.073, -1.882, -2.506], [-0.057, -2.499, -3.721], [0.230, -1.514, -4.763], [1.656, -1.170, -4.854], [2.616, -2.413, -5.390], [-2.457, -1.717, -3.305], [-3.594, -0.681, -2.410], [-5.059, -0.328, -3.278], [-4.945, -1.353, -1.995], [-0.229, -0.587, -2.014], [1.159, -0.968, -0.558], [-0.228, 0.803, -2.474], [-1.184, 1.278, -3.679], [1.008, 2.207, -1.662], [-1.268, -4.468, 0.307], [-0.707, -5.415, -0.735], [0.506, -6.181, -0.227], [1.821, -5.304, -0.571], [2.856, -4.944, 0.615], [4.387, -5.267, 0.024], [2.726, -5.753, 2.020], [3.908, -5.476, 3.121], [3.746, -4.041, 3.942], [4.278, -2.727, 3.488], [3.997, -1.395, 4.460], [5.163, -2.443, 2.136], [-1.699, -6.251, -1.460], [-1.587, -6.233, -3.111], [-0.013, -6.294, -3.651], [-2.398, -5.176, -3.761], [-2.145, -5.089, 1.494], [-1.507, -4.704, 2.814], [-3.557, -4.698, 1.634], [-2.152, -6.600, 1.596], [-5.718, -3.261, 4.176], [-2.534, -0.079, 3.163], [-1.380, -1.223, 4.121], [-0.659, -0.635, 1.696], [-0.561, -2.430, 2.212], [-2.178, -0.828, -0.051], [-3.334, -1.971, 0.886], [-0.555, -3.453, -4.177], [0.951, -2.733, -3.142], [2.031, -0.678, -3.859], [1.743, -0.331, -5.696], [2.044, -2.868, -6.334], [3.654, -1.944, -5.665], [2.686, -3.186, -4.503], [-3.070, -2.737, -3.384], [-2.413, -1.293, -4.393], [-3.112, 0.235, -1.699], [-4.599, -0.752, -4.266], [-5.139, 0.794, -2.952], [-2.235, 1.610, -3.221], [-1.309, 0.568, -4.595], [-0.729, 2.292, -4.119], [-0.268, -4.050, 0.818], [0.636, -7.235, -0.774], [0.298, -6.427, 0.893], [2.427, -5.855, -1.438], [1.451, -4.285, -1.068], [2.842, -3.784, 0.813], [4.457, -6.446, -0.122], [5.239, -4.829, 0.695], [4.445, -4.767, -1.039], [1.710, -5.389, 2.532], [2.561, -6.923, 1.848], [5.001, -5.595, 2.722], [3.779, -6.319, 3.958], [3.205, -4.047, 5.006], [4.852, -0.591, 4.282], [2.924, -0.965, 4.275], [4.146, -1.780, 5.573], [5.725, -1.422, 2.247], [5.995, -3.289, 2.043], [4.483, -2.387, 1.164], [-2.835, -6.063, -1.203], [-1.503, -7.388, -1.151], [-2.062, -7.270, -3.466], [0.589, -5.459, -3.096], [0.412, -7.376, -3.418], [-0.068, -6.160, -4.814], [1.514, 6.340, -0.610], [2.409, 6.447, -1.744], [2.932, 7.749, -2.101], [2.779, 5.349, -2.492], [3.529, 5.367, -3.459], [0.633, 6.961, -0.795], [2.032, 6.696, 0.285], [1.197, 5.306, -0.453], [2.632, 7.983, -3.127], [4.025, 7.719, -2.052], [2.553, 8.517, -1.422], [2.324, 4.410, -2.134], [-1.849, 11.030, -0.345], [-0.553, 10.992, -0.990], [-0.420, 11.544, -2.322], [0.556, 10.448, -0.378], [1.677, 10.384, -0.864], [-2.566, 10.475, -0.957], [-2.170, 12.072, -0.256], [-1.807, 10.581, 0.652], [-0.071, 10.759, -3.000], [0.323, 12.347, -2.302], [-1.377, 11.936, -2.676], [0.343, 10.057, 0.631], [-7.793, -1.635, -8.494], [-7.050, -1.516, -7.257], [-7.768, -1.215, -6.036], [-5.682, -1.679, -7.205], [-4.993, -1.592, -6.197], [-8.308, -0.690, -8.690], [-8.528, -2.438, -8.390], [-7.130, -1.862, -9.333], [-7.381, -0.282, -5.616], [-7.600, -2.022, -5.317], [-8.839, -1.114, -6.233], [-5.236, -1.904, -8.189], [1.726, 10.593, 5.236], [0.804, 10.120, 4.224], [0.818, 8.717, 3.867], [-0.085, 10.963, 3.591], [-0.890, 10.631, 2.730], [2.749, 10.392, 4.904], [1.532, 10.058, 6.170], [1.609, 11.666, 5.406], [1.040, 8.624, 2.799], [-0.171, 8.291, 4.059], [1.570, 8.178, 4.448], [-0.012, 12.007, 3.938], [-3.733, 6.105, 2.869], [-2.479, 5.485, 3.243], [-2.476, 4.087, 3.622], [-1.289, 6.182, 3.251], [-0.197, 5.721, 3.556], [-4.428, 6.035, 3.711], [-4.146, 5.574, 2.007], [-3.590, 7.158, 2.608], [-2.093, 3.995, 4.643], [-1.813, 3.537, 2.946], [-3.485, 3.670, 3.568], [-1.405, 7.236, 2.947], [4.528, -8.883, 6.911], [5.611, -8.104, 6.347], [6.799, -8.790, 5.884], [5.546, -6.730, 6.236], [6.422, -6.013, 5.771], [4.902, -9.428, 7.783], [4.174, -9.593, 6.158], [3.698, -8.241, 7.218], [7.665, -8.414, 6.437], [6.941, -8.578, 4.820], [6.705, -9.869, 6.036], [4.600, -6.311, 6.617]], "mulliken_charge": [-0.503, -0.096, -0.352, -0.322, -0.847, 0.901, -0.483, 0.451, 0.310, -0.401, -0.350, -0.118, -0.777, -0.995, 0.344, -0.566, -0.445, 0.232, -0.220, -0.030, -0.763, -0.163, -1.177, 1.078, -0.859, -0.168, 1.085, -1.255, -0.470, -0.323, -0.415, 0.602, -1.048, -0.777, -0.675, -0.001, -0.531, -0.291, 0.883, -0.297, -0.225, -0.319, 0.323, 0.187, 0.324, 0.319, 0.106, -0.289, 0.579, 0.234, 0.104, 0.181, 0.314, 0.221, 0.365, 0.133, 0.341, 0.701, 0.268, 0.237, 0.280, 0.214, 0.185, 0.363, -0.200, 0.355, 0.375, 0.380, -0.334, -0.470, 0.300, 0.251, 0.328, 0.080, 0.342, 0.303, -0.004, 0.165, 0.306, 0.174, 0.307, 0.382, 0.183, 0.076, 0.239, 0.505, 0.286, -0.234, 0.351, 0.353, -0.635, 0.158, -0.934, 0.547, -0.632, 0.237, 0.317, 0.136, 0.270, 0.281, 0.382, -0.202, -0.828, 0.145, -0.984, 0.605, -0.703, 0.350, 0.329, 0.216, 0.283, 0.298, 0.393, -0.086, -0.920, 0.136, -0.868, 0.071, -0.604, 0.331, 0.331, 0.293, 0.258, 0.291, 0.368, 0.266, -0.934, 0.194, -0.655, 0.005, -0.568, 0.341, 0.331, 0.288, 0.164, 0.089, 0.390, 0.318, -0.871, 0.143, -1.040, 0.316, -0.621, 0.331, 0.331, 0.278, 0.316, 0.305, 0.391, 0.142, -0.948, 0.134, -0.948, 0.046, -0.600, 0.367, 0.337, 0.308, 0.293, 0.282, 0.385, 0.347]}

---

Record 3
{"formula": "C7H10BNO", "method": "ωB97M-V/def2-TZVPD", "e_lumo_ev": 0.5, "charge": 0, "orbital_gap_ev": 8.108, "smiles": "c1ccncc1.C/C=B/O", "e_homo_ev": -7.562, "species": ["C", "C", "C", "N", "C", "C", "H", "H", "H", "H", "H", "C", "C", "B", "O", "H", "H", "H", "H", "H"], "coordinates": [[1.988, 2.245, 0.502], [1.330, 2.740, -0.643], [0.754, 1.804, -1.503], [0.885, 0.523, -1.378], [1.547, 0.121, -0.292], [2.059, 0.880, 0.715], [2.108, 2.879, 1.330], [1.026, 3.786, -0.618], [0.115, 2.080, -2.389], [1.593, -0.971, -0.332], [2.710, 0.468, 1.445], [-2.939, -1.817, 1.286], [-1.497, -1.973, 0.693], [-1.053, -2.052, -0.620], [-0.328, -2.139, -1.727], [-3.321, -2.751, 1.619], [-2.969, -1.110, 2.057], [-3.432, -1.528, 0.414], [-0.636, -1.971, 1.341], [0.061, -1.215, -1.898]], "nbo_charge": [-0.140, -0.268, 0.065, -0.478, 0.051, -0.268, 0.214, 0.228, 0.198, 0.197, 0.230, -0.588, -0.898, 0.974, -0.895, 0.198, 0.200, 0.203, 0.242, 0.535]}

---

Record 4
{"formula": "C15H22Cl33IInO", "method": "ωB97M-V/def2-TZVPD", "e_lumo_ev": 1.2, "charge": -1, "orbital_gap_ev": 6.350, "e_homo_ev": -5.188, "species": ["C", "C", "O", "C", "C", "In", "I", "H", "H", "H", "H", "H", "H", "H", "H", "H", "H", "H", "C", "Cl", "Cl", "Cl", "H", "C", "Cl", "Cl", "Cl", "H", "C", "Cl", "Cl", "Cl", "H", "C", "Cl", "Cl", "Cl", "H", "C", "Cl", "Cl", "Cl", "H", "C", "Cl", "Cl", "Cl", "H", "C", "Cl", "Cl", "Cl", "H", "C", "Cl", "Cl", "Cl", "H", "C", "Cl", "Cl", "Cl", "H", "C", "Cl", "Cl", "Cl", "H", "C", "Cl", "Cl", "Cl", "H"], "coordinates": [[6.556, 3.694, -2.164], [6.139, 4.197, -3.538], [6.071, 5.605, -3.648], [5.056, 6.220, -2.863], [3.634, 6.012, -3.386], [2.578, 4.216, -2.652], [-0.190, 4.917, -2.673], [7.495, 4.178, -1.866], [5.799, 3.911, -1.401], [6.694, 2.609, -2.197], [5.197, 3.732, -3.866], [6.899, 3.893, -4.271], [5.312, 7.291, -2.882], [5.123, 5.921, -1.803], [3.592, 6.093, -4.478], [3.035, 6.850, -2.994], [3.046, 3.859, -0.995], [2.749, 2.782, -3.648], [-1.385, 2.425, -4.964], [-3.051, 1.865, -4.743], [-0.286, 1.060, -5.148], [-1.272, 3.506, -6.353], [-1.087, 2.982, -4.079], [3.943, 2.362, -6.992], [3.747, 4.095, -6.722], [5.461, 1.752, -6.320], [2.567, 1.502, -6.316], [3.973, 2.201, -8.062], [1.710, 1.343, 1.546], [1.391, -0.167, 0.683], [3.421, 1.758, 1.466], [0.705, 2.634, 0.903], [1.455, 1.190, 2.586], [5.731, -0.551, -0.880], [4.770, 0.160, -2.171], [6.439, 0.709, 0.130], [4.768, -1.669, 0.096], [6.541, -1.116, -1.322], [9.219, 0.099, 3.301], [10.914, 0.254, 2.802], [8.329, 1.568, 2.919], [8.461, -1.310, 2.568], [9.204, -0.035, 4.374], [-2.944, -0.970, 0.676], [-1.822, 0.363, 0.500], [-3.041, -1.929, -0.804], [-2.492, -2.004, 2.045], [-3.930, -0.574, 0.877], [11.369, -4.282, 0.880], [10.503, -5.230, 2.095], [10.776, -4.655, -0.740], [11.240, -2.562, 1.224], [12.413, -4.563, 0.924], [-5.941, -3.736, 1.043], [-6.734, -4.713, 2.276], [-6.436, -4.241, -0.569], [-6.258, -2.010, 1.271], [-4.871, -3.880, 1.133], [-9.135, -2.070, 5.260], [-10.266, -0.730, 5.441], [-10.004, -3.590, 4.995], [-8.000, -1.778, 3.951], [-8.579, -2.168, 6.183], [-13.069, -4.978, 3.207], [-13.476, -3.434, 2.470], [-14.483, -5.693, 3.994], [-12.389, -6.088, 2.021], [-12.320, -4.803, 3.968], [-16.082, -6.789, 7.458], [-15.080, -8.237, 7.372], [-17.786, -7.187, 7.234], [-15.830, -5.936, 8.980], [-15.784, -6.129, 6.653]], "mulliken_charge": [-0.823, 0.320, -0.462, -0.294, -0.929, 0.685, -0.526, 0.316, 0.188, 0.175, -0.276, 0.305, 0.339, 0.209, 0.196, 0.413, -0.326, -0.339, 0.746, -0.175, -0.141, -0.136, -0.423, -0.152, -0.082, -0.136, -0.031, 0.389, -0.073, -0.121, -0.057, -0.085, 0.338, -0.195, -0.005, -0.032, -0.134, 0.360, 0.035, -0.153, -0.105, -0.089, 0.300, 0.072, -0.029, -0.120, -0.159, 0.210, 0.000, -0.130, -0.124, -0.036, 0.295, 0.219, -0.123, -0.125, -0.134, 0.169, -0.031, -0.131, -0.117, -0.026, 0.311, 0.418, -0.115, -0.127, -0.117, -0.061, 0.334, -0.119, -0.123, -0.126, 0.031]}

---

Record 5
{"formula": "C24H31F24InNO5S", "method": "ωB97M-V/def2-TZVPD", "e_lumo_ev": 1.8, "charge": -1, "orbital_gap_ev": 6.687, "e_homo_ev": -4.867, "species": ["C", "C", "C", "C", "O", "In", "C", "C", "C", "C", "O", "N", "C", "S", "H", "H", "H", "H", "H", "H", "H", "H", "H", "H", "H", "H", "H", "H", "H", "H", "H", "H", "H", "C", "C", "C", "F", "F", "F", "F", "O", "C", "C", "F", "F", "F", "F", "H", "H", "H", "H", "C", "C", "C", "F", "F", "F", "F", "O", "C", "C", "F", "F", "F", "F", "H", "H", "H", "H", "C", "C", "C", "F", "F", "F", "F", "O", "C", "C", "F", "F", "F", "F", "H", "H", "H", "H"], "coordinates": [[4.965, 0.240, -1.450], [4.944, 1.345, -2.664], [5.339, 0.759, -4.142], [4.379, -0.450, -4.693], [4.492, -1.721, -3.959], [2.620, -2.437, -3.317], [2.470, -2.697, -1.046], [0.841, -1.260, -4.076], [0.344, -0.036, -3.105], [-0.907, -0.448, -2.113], [1.470, 0.635, -2.373], [2.436, -4.431, -4.181], [2.269, -5.324, -3.135], [2.347, -6.302, -1.723], [3.893, -0.254, -1.347], [5.195, 0.741, -0.394], [5.710, -0.632, -1.698], [3.926, 1.968, -2.646], [5.785, 2.147, -2.390], [5.200, 1.666, -4.906], [6.473, 0.438, -4.255], [4.744, -0.681, -5.806], [3.258, -0.078, -4.815], [3.376, -3.362, -0.688], [1.473, -3.267, -0.790], [2.407, -1.662, -0.467], [1.164, -0.774, -5.115], [-0.034, -2.033, -4.266], [-0.086, 0.815, -3.824], [-0.656, -1.327, -1.372], [-1.248, 0.501, -1.490], [-1.817, -0.733, -2.820], [2.109, 0.863, -3.126], [-2.621, -2.597, 3.672], [-2.351, -1.331, 2.844], [-3.022, -1.305, 1.475], [-2.604, -2.316, 0.679], [-2.721, -0.153, 0.817], [-1.008, -1.143, 2.742], [-2.819, -0.267, 3.569], [-1.607, -3.603, 3.633], [-1.678, -4.500, 2.526], [-0.462, -4.395, 1.596], [-0.326, -3.145, 1.090], [-0.586, -5.234, 0.531], [-2.855, -4.319, 1.880], [-1.739, -5.748, 3.065], [-2.645, -2.281, 4.723], [-3.620, -3.012, 3.491], [-4.110, -1.359, 1.565], [0.460, -4.648, 2.127], [-0.407, 0.938, 6.112], [-0.943, -0.355, 6.745], [-1.551, -0.186, 8.133], [-0.654, 0.276, 9.034], [-1.991, -1.381, 8.612], [0.042, -1.294, 6.746], [-1.915, -0.841, 5.910], [1.001, 1.160, 6.231], [1.423, 1.767, 7.451], [2.324, 0.852, 8.289], [1.698, -0.307, 8.613], [2.671, 1.447, 9.463], [0.336, 2.205, 8.131], [2.110, 2.884, 7.089], [-0.574, 0.846, 5.031], [-0.989, 1.821, 6.402], [-2.406, 0.496, 8.112], [3.241, 0.601, 7.747], [-3.888, 5.060, -4.582], [-2.372, 5.236, -4.757], [-1.764, 4.452, -5.914], [-1.926, 3.116, -5.770], [-0.423, 4.667, -5.986], [-1.749, 4.950, -3.583], [-2.144, 6.570, -4.980], [-4.301, 4.114, -3.592], [-4.349, 2.756, -4.027], [-3.347, 1.859, -3.289], [-2.072, 2.289, -3.459], [-3.393, 0.583, -3.760], [-4.206, 2.713, -5.373], [-5.618, 2.333, -3.774], [-4.271, 6.019, -4.212], [-4.407, 4.909, -5.536], [-2.198, 4.754, -6.871], [-3.556, 1.837, -2.216]], "mulliken_charge": [-0.391, -0.381, -0.614, 0.010, -0.692, 1.238, -1.070, -1.059, 0.864, -0.691, -0.550, -0.624, 0.263, -0.295, -0.213, 0.330, 0.222, 0.206, 0.274, 0.247, 0.272, 0.210, -0.061, 0.272, 0.064, 0.238, 0.209, 0.296, -0.177, 0.083, 0.139, 0.156, 0.213, -0.808, 1.212, -0.004, -0.196, -0.267, -0.272, -0.358, -0.457, 0.787, 0.208, -0.157, -0.268, -0.269, -0.309, 0.412, 0.355, 0.254, 0.243, -0.627, 0.930, 0.057, -0.235, -0.278, -0.297, -0.387, -0.412, 0.742, 0.210, -0.211, -0.260, -0.274, -0.298, 0.345, 0.352, 0.305, 0.248, -0.690, 0.889, 0.082, -0.181, -0.277, -0.247, -0.342, -0.407, 0.625, 0.392, -0.180, -0.313, -0.267, -0.303, 0.412, 0.320, 0.242, 0.240]}